# 1
Entry from OMol25: a single C5H10O2 molecule (ωB97M-V/def2-TZVPD).

For the calculated total energy, the calculation gives -346.79088 Ha. The frontier orbital gap comes out at 8.2 eV. The calculation puts the energy above the lowest of the compared OMol25 structures with the same formula, charge and spin at 147.19 kcal per mole. The strongest force on any atom is 0.44 eV/A. The net charge is 0. Its HOMO energy is -7.68 eV.

Each line ends with the Mulliken charge.
Geometry (Å):
O 0.003 1.609 0.699  -0.29
C 0.535 2.758 -0.406  -0.72
C 0.717 0.361 0.571  -0.82
C 0.054 -0.575 -0.414  0.19
C 0.575 -2.021 -0.346  -0.54
O -0.652 -2.490 0.229  -0.40
C -1.266 -1.208 0.068  -0.44
H -0.952 1.449 0.660  0.41
H 0.369 3.621 0.265  0.20
H -0.360 2.754 -1.062  0.14
H 0.773 -0.088 1.570  0.32
H 1.701 0.681 0.229  0.46
H 0.033 -0.122 -1.409  0.37
H 1.432 -2.194 0.318  0.29
H 0.778 -2.484 -1.319  0.26
H -2.073 -1.225 -0.674  0.26
H -1.666 -0.827 1.020  0.32



# 2
Entry from OMol25: 2 unconnected molecules or ions with the total composition C5H10O2 at a distorted geometry (ωB97M-V/def2-TZVPD).

For the calculated total energy, the calculation gives -346.94255 Ha. The frontier orbital gap comes out at 10.6 eV. The calculation puts the energy above the lowest of the compared OMol25 structures with the same formula, charge and spin at 52.01 kcal per mole. Its SMILES is C[C@H]1OCCC1=O.[H][H]. The strongest force on any atom is 1.17 eV/A. The net charge is 0. Its HOMO energy is -9.65 eV.

Each line ends with the Mulliken charge.
Geometry (Å):
C -1.862 0.965 -0.249  -1.34
C -0.830 0.062 0.391  0.54
O -0.739 -1.188 -0.242  -0.44
C 0.391 -1.256 -1.082  -0.49
C 1.376 -0.217 -0.600  -0.14
C 0.554 0.678 0.285  0.12
O 0.878 1.758 0.729  -0.58
H -2.851 0.513 -0.197  0.35
H -1.610 1.135 -1.296  0.32
H -1.895 1.924 0.264  0.35
H -1.098 -0.102 1.435  0.25
H 0.092 -1.073 -2.111  0.27
H 0.760 -2.273 -1.019  0.31
H 2.185 -0.636 -0.015  0.17
H 1.820 0.376 -1.388  0.29
H 1.459 -0.532 2.721  0.08
H 1.540 0.232 2.658  -0.06



# 3
Entry from OMol25: a single C6H12O molecule (ωB97M-V/def2-TZVPD).

For the calculated total energy, the calculation gives -310.99558 Ha. The frontier orbital gap comes out at 10.5 eV. The calculation puts the energy above the lowest of the compared OMol25 structures with the same formula, charge and spin at 39.97 kcal per mole. Its SMILES is C=CCOC(C)C. The strongest force on any atom is 0.87 eV/A. The net charge is 0. Its HOMO energy is -9.46 eV.

Each line ends with the Mulliken charge.
Geometry (Å):
C 1.398 -1.008 1.747  -0.57
C 0.806 0.172 1.579  -0.28
C 1.055 1.064 0.384  -0.45
O -0.109 1.558 -0.249  -0.41
C -0.963 0.580 -0.854  0.52
C -0.340 -0.084 -2.079  -1.34
C -1.425 -0.453 0.173  -1.20
H 2.065 -1.407 0.979  0.25
H -0.575 -0.976 0.624  0.26
H 1.152 -1.661 2.583  0.29
H 0.046 0.532 2.278  0.31
H 1.570 1.960 0.745  0.28
H 1.725 0.531 -0.316  0.29
H -1.825 1.168 -1.190  0.26
H 0.065 0.676 -2.757  0.33
H -1.098 -0.682 -2.608  0.43
H 0.464 -0.765 -1.775  0.29
H -2.040 -1.250 -0.250  0.43
H -1.972 0.045 0.984  0.30



# 4
Entry from OMol25: a molecular structure, C39H58N8O2PS4Sc at a distorted geometry (ωB97M-V/def2-TZVPD).

For the calculated total energy, the calculation gives -4804.50649 Ha. The frontier orbital gap comes out at 4.2 eV. The calculation puts the energy above the lowest of the compared OMol25 structures with the same formula, charge and spin at 0.00 kcal per mole. The strongest force on any atom is 1.22 eV/A. The net charge is 0. Its HOMO energy is -5.17 eV.

Each line ends with the Mulliken charge.
Geometry (Å):
Sc -0.130 0.208 0.442  -1.38
C -3.460 5.959 -2.871  -1.63
C -2.688 4.984 -2.025  0.50
C -2.134 5.329 -0.822  -1.28
C -1.445 4.386 -0.027  0.69
C -0.908 4.770 1.221  0.18
N -0.323 3.986 2.081  0.67
C 0.256 4.443 3.339  -0.82
C 1.758 4.169 3.446  -0.57
C 2.562 4.494 2.190  -0.83
N 2.688 3.331 1.312  0.43
C 3.759 3.082 0.613  -0.14
C 3.974 1.969 -0.219  0.18
C 5.264 1.760 -0.764  -0.67
C 5.567 0.646 -1.495  0.12
C 6.936 0.390 -2.061  -1.73
C 4.537 -0.304 -1.675  -0.43
C 3.263 -0.160 -1.180  0.92
C 2.295 -1.224 -1.419  -0.83
N 1.118 -1.315 -0.950  0.88
C 0.364 -2.506 -1.355  -2.16
C -1.083 -2.140 -1.646  1.78
C -1.227 -0.913 -2.534  -1.86
N -1.131 0.347 -1.770  0.60
C -1.762 1.327 -2.274  -0.61
C -1.856 2.685 -1.737  0.61
C -2.531 3.646 -2.452  -1.12
C -1.292 3.037 -0.470  0.62
O -0.700 2.201 0.263  2.85
C 2.919 1.027 -0.453  -0.38
O 1.753 1.249 -0.030  -0.06
H -3.337 6.978 -2.505  0.37
H -4.527 5.730 -2.865  0.31
H -3.125 5.935 -3.909  0.37
H -2.232 6.347 -0.456  0.38
H -0.987 5.817 1.509  0.40
H -0.273 2.985 1.836  -1.37
H -0.260 3.931 4.153  0.27
H 0.044 5.512 3.417  0.47
H 1.913 3.120 3.702  0.27
H 2.134 4.770 4.276  0.50
H 3.569 4.812 2.460  0.60
H 2.104 5.314 1.626  0.26
H 1.961 2.598 1.314  -0.30
H 4.570 3.801 0.716  0.40
H 6.031 2.505 -0.574  0.38
H 7.580 1.261 -1.944  0.38
H 6.888 0.153 -3.125  0.36
H 7.420 -0.451 -1.561  0.34
H 4.767 -1.209 -2.231  0.50
H 2.666 -2.023 -2.071  0.18
H 0.402 -3.208 -0.517  0.13
H 0.834 -2.954 -2.239  0.47
H -1.617 -1.972 -0.704  -1.25
H -1.558 -2.993 -2.135  1.00
H -2.184 -0.935 -3.063  0.65
H -0.434 -0.903 -3.291  0.25
H -2.322 1.183 -3.206  0.27
H -2.972 3.360 -3.404  0.49
S 0.755 0.896 2.894  -0.52
S 2.005 -0.740 2.386  -0.19
S 1.334 -2.462 3.236  -0.16
S -0.122 -3.299 2.064  -0.27
N -1.884 -0.315 1.116  0.06
P -3.275 -0.743 1.616  -1.52
N -4.353 0.554 1.490  0.88
C -5.794 0.442 1.658  -0.87
C -6.504 1.405 0.698  -0.93
C -5.751 2.746 0.600  -0.46
C -4.878 2.941 1.832  -1.10
C -3.808 1.853 1.888  0.48
N -3.267 -1.337 3.163  0.94
C -4.465 -1.723 3.886  -0.90
C -4.693 -0.827 5.102  -0.57
C -3.452 -0.783 5.990  -1.07
C -2.217 -0.409 5.173  -0.46
C -2.065 -1.348 3.989  0.00
N -4.137 -1.931 0.804  0.77
C -4.561 -1.684 -0.569  0.12
C -5.641 -2.681 -0.962  -1.18
C -5.126 -4.133 -0.868  -0.83
C -3.791 -4.201 -0.126  -0.36
C -3.809 -3.340 1.127  -0.50
H -6.095 0.650 2.694  0.34
H -6.096 -0.583 1.446  0.44
H -7.532 1.561 1.035  0.39
H -6.565 0.943 -0.290  0.35
H -6.454 3.574 0.485  0.47
H -5.109 2.753 -0.287  0.05
H -5.504 2.919 2.729  0.40
H -4.386 3.918 1.822  0.55
H -3.358 1.813 2.892  -0.39
H -3.003 2.099 1.197  -0.42
H -4.359 -2.766 4.220  0.54
H -5.326 -1.688 3.218  0.43
H -5.560 -1.189 5.663  0.38
H -4.932 0.185 4.754  0.15
H -3.294 -1.776 6.427  0.32
H -3.603 -0.093 6.825  0.46
H -1.312 -0.441 5.783  0.36
H -2.316 0.618 4.797  0.07
H -1.899 -2.376 4.339  0.49
H -1.213 -1.090 3.372  -0.70
H -3.717 -1.751 -1.273  -0.30
H -4.934 -0.663 -0.635  0.35
H -5.997 -2.458 -1.970  0.46
H -6.491 -2.537 -0.288  0.29
H -5.021 -4.568 -1.864  0.33
H -5.860 -4.750 -0.342  0.40
H -2.976 -3.876 -0.777  -0.27
H -3.560 -5.229 0.159  0.56
H -2.843 -3.389 1.633  0.18
H -4.564 -3.740 1.815  0.39



# 5
Entry from OMol25: 3 unconnected molecules or ions with the total composition CH5N3O at a distorted geometry (ωB97M-V/def2-TZVPD).

For the calculated total energy, the calculation gives -280.43148 Ha. The frontier orbital gap (spin up / spin down) comes out at 8.6 / 8.5 eV. The calculation puts the energy above the lowest of the compared OMol25 structures with the same formula, charge and spin at 108.57 kcal per mole. The strongest force on any atom is 6.24 eV/A. The net charge is 0. Its HOMO energy (spin up / spin down) is -8.73 / -8.71 eV.

Each line ends with the Mulliken charge.
Geometry (Å):
N 0.041 0.610 -0.069  -0.23
C -0.055 -0.647 0.057  0.64
N 1.981 -0.316 0.216  -0.75
N -1.822 1.047 0.051  -0.59
O -0.502 -1.710 -0.142  -0.39
H 0.322 1.238 0.669  0.36
H 2.132 -1.296 0.469  0.23
H 2.290 -0.197 -0.749  0.22
H -2.319 0.237 0.440  0.25
H -2.068 1.035 -0.942  0.25



# 6
Entry from OMol25: 8 unconnected molecules or ions with the total composition C27H57BNO28S7 at a distorted geometry (ωB97M-V/def2-TZVPD).

For the calculated total energy, the calculation gives -6036.40818 Ha. The frontier orbital gap comes out at 5.9 eV. The strongest force on any atom is 2.30 eV/A. The net charge is -1. Its HOMO energy is -4.50 eV.

Each line ends with the Mulliken charge.
Geometry (Å):
C 0.701 1.903 3.483  -0.76
N 0.890 2.487 2.133  -0.18
C -0.341 2.232 1.329  -0.60
B -0.314 2.822 -0.196  0.21
C -1.504 2.090 -1.105  -0.78
C -0.358 4.476 -0.319  -0.91
C -0.990 5.220 0.884  -1.22
C -2.467 4.857 1.130  2.55
C -2.712 4.774 2.688  -1.72
C -3.453 5.918 0.605  -1.16
C -4.928 5.509 0.859  -0.70
C -5.272 4.192 0.190  -0.15
C -6.226 3.340 0.585  0.87
C -6.934 2.522 -0.503  -1.30
C -6.637 3.088 2.030  -1.33
H -0.206 1.283 3.532  0.30
H 1.537 1.246 3.774  0.05
H 0.546 2.699 4.235  0.35
H 1.005 3.476 2.323  0.25
H -0.421 1.132 1.244  0.33
H -1.219 2.550 1.939  0.11
H 0.744 2.462 -0.713  -0.36
H -1.191 1.076 -1.419  -0.06
H -2.411 2.048 -0.468  0.15
H -1.712 2.690 -2.005  0.21
H -0.946 4.718 -1.226  0.18
H 0.656 4.876 -0.487  0.22
H -0.968 6.304 0.643  0.45
H -0.355 5.128 1.776  0.35
H -2.750 3.868 0.752  -0.74
H -1.775 4.729 3.254  0.35
H -3.265 5.653 3.047  0.46
H -3.265 3.858 2.943  0.17
H -3.297 6.825 1.214  0.39
H -3.288 6.197 -0.443  0.31
H -5.196 5.539 1.921  0.39
H -5.537 6.275 0.348  0.35
H -4.673 3.913 -0.685  0.07
H -6.209 2.404 -1.322  0.25
H -7.795 3.095 -0.863  0.30
H -7.200 1.510 -0.169  0.41
H -7.232 3.939 2.396  0.29
H -7.283 2.202 2.092  0.40
H -5.779 2.879 2.675  0.25
C -2.110 -3.238 -4.285  -0.23
C -2.582 -3.116 -2.856  0.12
O -1.927 -1.945 -2.353  -0.27
S -1.744 -0.885 -3.547  1.03
O -2.807 0.051 -3.486  -0.41
O -0.383 -0.501 -3.598  -0.54
O -2.044 -1.892 -4.769  -0.34
H -1.109 -3.670 -4.335  0.19
H -2.789 -3.827 -4.897  0.32
H -2.326 -3.987 -2.259  0.18
H -3.658 -2.946 -2.809  -0.01
C -1.242 1.358 7.702  -0.30
C -0.426 0.636 6.653  -0.20
O -0.116 -0.633 7.249  -0.29
S -1.320 -1.079 8.208  1.09
O -2.162 -1.975 7.501  -0.55
O -0.786 -1.396 9.482  -0.54
O -2.063 0.343 8.293  -0.33
H -0.604 1.778 8.483  0.30
H -1.857 2.146 7.276  0.31
H 0.483 1.171 6.391  0.34
H -1.013 0.455 5.751  0.18
C 4.289 -0.464 2.550  -0.03
C 5.473 0.363 2.112  -0.47
O 5.775 1.205 3.239  -0.24
S 5.422 0.406 4.587  1.10
O 6.615 -0.168 5.103  -0.61
O 4.571 1.216 5.382  -0.53
O 4.545 -0.766 3.928  -0.36
H 3.358 0.105 2.487  0.04
H 4.190 -1.381 1.974  0.27
H 5.255 0.967 1.236  0.41
H 6.341 -0.266 1.914  0.34
C 9.667 3.486 0.102  -0.36
C 10.541 2.413 0.718  -0.35
O 9.704 1.777 1.688  -0.33
S 8.180 1.800 1.175  1.30
O 7.893 0.554 0.561  -0.61
O 7.372 2.350 2.201  -0.49
O 8.370 2.894 0.009  -0.32
H 9.598 4.363 0.750  0.29
H 10.016 3.790 -0.882  0.31
H 11.432 2.819 1.190  0.31
H 10.832 1.665 -0.024  0.30
C 2.125 -4.859 -1.271  -0.39
C 2.577 -5.468 -2.579  -0.22
O 1.749 -6.632 -2.742  -0.25
S 0.309 -6.350 -2.092  1.04
O -0.584 -5.954 -3.123  -0.50
O 0.005 -7.404 -1.197  -0.58
O 0.703 -5.044 -1.254  -0.29
H 2.548 -5.390 -0.416  0.28
H 2.373 -3.803 -1.198  0.36
H 3.625 -5.744 -2.573  0.28
H 2.385 -4.796 -3.416  0.26
C -6.513 -0.296 -4.742  -0.31
C -7.058 -0.597 -3.364  -0.19
O -7.569 -1.938 -3.463  -0.35
S -6.674 -2.768 -4.502  1.07
O -5.710 -3.510 -3.773  -0.52
O -7.530 -3.369 -5.458  -0.57
O -5.921 -1.526 -5.177  -0.28
H -7.313 -0.036 -5.440  0.30
H -5.772 0.499 -4.730  0.30
H -7.844 0.091 -3.065  0.28
H -6.265 -0.590 -2.614  0.23
C 3.898 -8.993 -5.307  -0.26
C 4.665 -8.781 -6.596  -0.34
O 5.117 -7.424 -6.527  -0.32
S 5.407 -7.036 -4.996  1.12
O 6.793 -7.177 -4.743  -0.56
O 4.699 -5.846 -4.697  -0.50
O 4.642 -8.274 -4.317  -0.28
H 2.897 -8.560 -5.363  0.23
H 3.823 -10.043 -5.037  0.33
H 4.049 -8.934 -7.478  0.31
H 5.543 -9.429 -6.648  0.29